# 1
{"formula": "C22H28BN3O3", "method": "ωB97M-V/def2-TZVPD", "symbols": ["C", "N", "C", "O", "C", "C", "C", "C", "C", "C", "C", "C", "N", "C", "C", "C", "C", "C", "C", "C", "N", "O", "O", "C", "C", "C", "C", "C", "H", "H", "H", "H", "H", "H", "H", "H", "H", "H", "H", "H", "H", "H", "H", "H", "H", "H", "H", "H", "H", "H", "H", "H", "H", "B", "H", "H", "H"], "xyz": [[-2.572, 3.880, -0.360], [-2.168, 2.528, -0.054], [-3.089, 1.574, 0.288], [-4.285, 1.759, 0.437], [-2.323, 0.260, 0.465], [-2.767, -0.821, -0.524], [-4.215, -1.217, -0.339], [-5.122, -1.079, -1.394], [-6.480, -1.332, -1.183], [-6.923, -1.773, 0.071], [-6.002, -1.967, 1.110], [-4.645, -1.700, 0.901], [-0.927, 0.674, 0.281], [0.067, -0.222, 0.410], [1.422, 0.032, 0.180], [2.420, -0.914, 0.365], [3.795, -0.646, 0.148], [4.799, -1.649, 0.323], [6.141, -1.393, 0.116], [6.565, -0.111, -0.288], [7.941, 0.161, -0.498], [8.277, 1.314, -0.856], [8.774, -0.757, -0.320], [5.614, 0.912, -0.479], [4.272, 0.654, -0.264], [-0.783, 2.081, -0.131], [-0.268, 2.217, -1.570], [0.083, 2.907, 0.829], [-3.653, 3.966, -0.222], [-2.063, 4.591, 0.303], [-2.319, 4.137, -1.397], [-2.477, -0.099, 1.499], [-2.609, -0.443, -1.548], [-2.112, -1.695, -0.381], [-4.753, -0.734, -2.363], [-7.188, -1.176, -1.998], [-7.984, -1.966, 0.239], [-6.335, -2.316, 2.089], [-3.913, -1.837, 1.701], [-0.248, -1.223, 0.727], [1.682, 1.028, -0.173], [2.067, -1.919, 0.704], [4.484, -2.645, 0.629], [6.893, -2.166, 0.259], [5.966, 1.893, -0.794], [3.572, 1.482, -0.416], [-0.951, 1.706, -2.263], [-0.214, 3.282, -1.834], [0.729, 1.781, -1.676], [-0.355, 2.878, 1.836], [1.103, 2.522, 0.878], [0.116, 3.947, 0.479], [2.523, -2.737, 0.885], [2.591, -4.175, 1.241], [1.793, -4.343, 2.157], [2.293, -4.760, 0.201], [3.760, -4.350, 1.571]], "atomic_forces_ev_per_a": [[0.262, 0.390, -0.110], [-0.539, -0.399, 0.084], [-0.311, 0.332, 0.188], [1.068, -0.317, -0.199], [-0.566, 0.144, 0.587], [0.102, -0.176, -0.338], [-0.052, -0.109, -0.027], [-0.046, 0.128, 0.413], [0.126, -0.151, 0.192], [0.287, 0.089, -0.086], [0.182, 0.033, -0.186], [-0.377, 0.146, -0.243], [1.218, -1.521, 0.146], [-0.879, 0.636, 0.023], [1.097, 0.485, -0.372], [-2.760, 3.256, -0.547], [2.689, 0.925, -0.590], [-1.102, 0.183, 0.027], [0.867, 0.837, -0.312], [-2.628, -0.771, 0.491], [3.758, 0.635, -0.558], [-0.867, -2.079, 0.671], [-1.853, 1.650, -0.287], [0.439, -0.201, 0.029], [-0.373, -0.722, 0.239], [0.024, 0.704, -0.322], [-0.113, -0.171, -0.141], [-0.125, -0.133, 0.260], [0.238, -0.140, 0.012], [-0.193, -0.077, -0.096], [-0.127, -0.043, 0.188], [0.097, 0.204, -0.401], [-0.007, -0.180, 0.269], [-0.148, 0.176, -0.129], [-0.233, -0.068, 0.283], [0.176, -0.108, 0.263], [0.333, 0.064, -0.048], [0.044, 0.074, -0.323], [-0.342, -0.019, -0.152], [0.134, 0.337, -0.084], [-0.116, -0.272, 0.103], [0.006, 0.970, -0.184], [0.017, 0.102, -0.012], [-0.250, 0.150, -0.020], [-0.163, -0.263, 0.101], [0.277, -0.345, 0.064], [0.204, 0.160, 0.158], [0.000, -0.327, 0.029], [-0.209, 0.164, -0.090], [0.149, 0.046, -0.228], [-0.189, 0.200, 0.040], [0.015, -0.307, 0.128], [0.980, -6.457, 1.668], [-0.263, 2.018, -0.639], [0.133, 0.005, -0.157], [0.053, 0.087, 0.244], [-0.145, 0.023, -0.016]], "total_charge": 0, "gap_ev": 4.75, "de_lowest_kcal_mol": 28.5}

---

# 2
{"formula": "C22H28GaN4OS2", "method": "ωB97M-V/def2-TZVPD", "symbols": ["Ga", "C", "C", "N", "N", "C", "S", "S", "C", "C", "C", "C", "C", "C", "C", "C", "C", "C", "C", "C", "C", "O", "H", "H", "H", "H", "H", "H", "H", "H", "H", "H", "H", "H", "H", "H", "C", "C", "N", "C", "C", "C", "C", "N", "H", "H", "H", "H", "H", "H", "H", "H", "H", "H", "H", "H", "H", "H"], "xyz": [[1.104, -1.073, -1.500], [-1.202, -1.311, 1.358], [-0.059, -0.451, 0.923], [1.065, -1.079, 0.673], [2.225, -0.346, 0.791], [3.237, -0.648, 0.075], [3.189, -1.830, -1.296], [4.766, 0.151, 0.299], [4.267, 1.798, 0.973], [4.296, 1.950, 2.465], [3.130, 1.862, 3.219], [3.152, 2.127, 4.579], [4.341, 2.479, 5.201], [5.516, 2.525, 4.466], [5.493, 2.260, 3.106], [-0.210, 0.970, 0.700], [-0.994, 1.788, 1.528], [-1.158, 3.125, 1.251], [-0.582, 3.659, 0.097], [0.124, 2.861, -0.778], [0.337, 1.508, -0.497], [0.997, 0.778, -1.395], [-1.043, -1.581, 2.405], [-1.205, -2.242, 0.788], [-2.160, -0.806, 1.269], [3.282, 1.999, 0.559], [4.998, 2.459, 0.510], [2.205, 1.592, 2.730], [2.236, 2.068, 5.153], [4.350, 2.725, 6.255], [6.449, 2.780, 4.949], [6.411, 2.300, 2.530], [-1.431, 1.358, 2.421], [-1.728, 3.757, 1.918], [-0.701, 4.711, -0.129], [0.540, 3.262, -1.693], [-4.350, -3.449, -3.613], [-3.896, -3.202, -2.176], [-2.911, -2.120, -2.048], [-3.421, -0.761, -1.815], [-3.574, 0.083, -3.078], [-1.610, -2.349, -2.126], [-1.090, -3.751, -2.198], [-0.727, -1.366, -2.132], [-5.002, -4.322, -3.629], [-3.506, -3.636, -4.276], [-4.916, -2.603, -4.001], [-3.481, -4.118, -1.759], [-4.757, -2.930, -1.569], [-2.759, -0.261, -1.103], [-4.390, -0.861, -1.330], [-2.619, 0.284, -3.566], [-4.028, 1.037, -2.814], [-4.224, -0.409, -3.800], [-1.399, -4.332, -1.329], [-0.004, -3.735, -2.238], [-1.458, -4.252, -3.093], [-1.116, -0.434, -2.210]], "atomic_forces_ev_per_a": [[-0.223, 0.014, 0.647], [-0.041, 0.049, -0.079], [0.245, 0.047, -0.078], [-0.227, -0.591, -0.256], [0.287, 0.574, 0.380], [-0.316, -0.160, -0.107], [-0.587, 0.187, -0.121], [0.125, 0.179, -0.108], [0.058, -0.439, 0.040], [-0.010, 0.031, 0.050], [0.068, 0.041, -0.024], [-0.029, -0.009, 0.002], [-0.025, -0.007, 0.040], [0.060, -0.004, 0.011], [-0.041, -0.040, -0.054], [0.076, 0.173, -0.102], [0.031, -0.036, 0.024], [-0.077, 0.043, 0.119], [0.043, -0.074, -0.111], [0.004, 0.099, 0.018], [-0.023, -0.209, 0.128], [-0.009, -0.057, -0.444], [-0.025, -0.024, -0.005], [0.005, -0.040, 0.060], [-0.002, -0.004, -0.043], [-0.012, 0.058, -0.019], [-0.053, 0.040, -0.029], [-0.094, 0.009, -0.066], [0.014, 0.022, -0.002], [0.019, -0.065, 0.008], [-0.004, 0.008, -0.006], [0.007, 0.067, 0.013], [-0.005, 0.030, 0.012], [0.014, -0.011, 0.010], [-0.030, 0.001, 0.012], [0.021, -0.003, 0.016], [0.015, 0.048, 0.139], [-0.132, -0.174, -0.259], [0.091, 0.042, 0.109], [-0.036, 0.211, -0.233], [-0.014, -0.073, 0.067], [0.069, -0.210, 0.019], [0.039, 0.018, 0.052], [0.699, 0.328, 0.011], [0.002, 0.000, -0.050], [-0.002, -0.012, -0.007], [0.019, 0.005, -0.032], [0.001, 0.063, 0.061], [0.064, -0.005, 0.107], [-0.041, -0.047, 0.057], [0.024, -0.072, 0.042], [-0.005, 0.001, -0.015], [0.045, 0.023, -0.018], [0.002, 0.004, -0.015], [-0.008, 0.003, -0.013], [0.013, -0.028, -0.013], [-0.008, -0.009, 0.014], [-0.084, -0.014, 0.042]], "total_charge": 1, "gap_ev": 7.42}

---

# 3
{"formula": "C22H28HoN9O2PS2", "method": "ωB97M-V/def2-TZVPD", "symbols": ["Ho", "N", "C", "C", "C", "C", "C", "C", "S", "O", "O", "N", "C", "N", "C", "C", "C", "N", "H", "H", "H", "H", "H", "H", "H", "H", "H", "N", "C", "S", "C", "C", "C", "N", "C", "C", "H", "H", "H", "H", "H", "H", "C", "N", "C", "N", "C", "N", "C", "P", "C", "C", "H", "H", "H", "H", "H", "H", "H", "H", "H", "H", "H", "H", "H"], "xyz": [[-1.352, -0.675, -0.399], [1.399, -3.816, 6.776], [0.984, -3.286, 5.623], [1.840, -2.436, 4.875], [1.427, -1.898, 3.691], [0.133, -2.190, 3.226], [-0.737, -3.027, 3.945], [-0.316, -3.560, 5.128], [-0.352, -1.537, 1.744], [0.311, -0.263, 1.387], [-1.826, -1.258, 1.670], [-0.105, -2.346, 0.342], [-1.064, -3.354, 0.137], [-1.983, -3.031, -0.805], [-2.915, -3.963, -1.068], [-2.939, -5.167, -0.405], [-1.991, -5.359, 0.592], [-1.058, -4.446, 0.868], [2.315, -3.618, 7.142], [0.799, -4.400, 7.333], [2.826, -2.210, 5.261], [2.080, -1.248, 3.124], [-1.732, -3.235, 3.575], [-0.982, -4.194, 5.699], [-3.646, -3.725, -1.829], [-3.677, -5.921, -0.641], [-1.975, -6.258, 1.197], [-4.634, 5.894, -1.866], [-3.859, 5.067, -2.558], [-3.076, 5.415, -3.962], [-3.538, 3.733, -1.985], [-2.934, 3.616, -0.731], [-2.455, 2.392, -0.326], [-2.585, 1.269, -1.061], [-3.242, 1.377, -2.238], [-3.712, 2.567, -2.733], [-4.834, 6.808, -2.246], [-5.140, 5.605, -1.043], [-2.805, 4.484, -0.098], [-1.962, 2.287, 0.635], [-3.389, 0.462, -2.803], [-4.194, 2.604, -3.700], [3.583, 1.122, -3.274], [2.874, 2.409, -2.806], [3.587, 2.901, -1.535], [3.593, 1.877, -0.550], [4.270, 0.679, -1.045], [3.595, 0.157, -2.233], [2.287, -0.406, -1.935], [1.121, 0.882, -1.235], [1.415, 2.172, -2.559], [2.289, 1.605, 0.033], [4.599, 1.410, -3.544], [3.059, 0.761, -4.158], [2.970, 3.121, -3.535], [3.068, 3.793, -1.187], [4.604, 3.159, -1.830], [4.281, -0.082, -0.267], [5.299, 0.929, -1.300], [2.388, -1.213, -1.208], [1.856, -0.833, -2.843], [0.956, 3.115, -2.258], [0.954, 1.859, -3.496], [2.385, 0.901, 0.857], [1.862, 2.524, 0.437]], "atomic_forces_ev_per_a": [[-1.318, 1.288, -1.962], [-0.016, 0.042, -0.021], [0.019, -0.008, 0.002], [0.050, 0.001, 0.025], [0.027, -0.084, 0.031], [-0.194, 0.290, -0.389], [-0.048, -0.014, 0.031], [-0.055, -0.027, -0.001], [1.005, -0.549, 0.991], [0.087, -0.097, 0.013], [-0.319, -0.206, 0.727], [0.344, -0.569, 0.804], [-0.192, -0.469, -0.090], [0.584, 0.329, 0.383], [-0.147, 0.105, -0.293], [0.024, -0.072, 0.019], [0.029, 0.107, 0.004], [0.072, -0.111, -0.059], [0.002, -0.004, 0.009], [-0.005, -0.009, -0.015], [-0.005, 0.000, -0.027], [0.009, 0.000, 0.048], [0.012, 0.010, 0.027], [0.022, 0.001, 0.006], [-0.004, 0.015, 0.002], [-0.008, 0.027, 0.013], [-0.015, -0.017, -0.030], [-0.116, -0.110, 0.149], [0.310, 0.141, -0.464], [-0.126, -0.021, 0.159], [0.066, -0.186, 0.272], [-0.036, 0.212, -0.046], [-0.068, -0.229, 0.059], [-0.185, 0.272, -0.096], [0.049, -0.116, 0.094], [-0.128, 0.092, -0.114], [0.020, 0.022, 0.001], [-0.030, -0.009, -0.036], [0.030, -0.024, 0.008], [0.037, 0.038, 0.030], [0.017, 0.000, -0.025], [0.015, 0.020, 0.010], [0.028, -0.142, 0.014], [0.020, 0.016, -0.017], [0.012, -0.047, 0.172], [0.098, 0.047, -0.002], [-0.085, 0.052, -0.021], [0.116, -0.046, -0.027], [-0.135, 0.145, 0.094], [0.615, -0.055, -0.383], [-0.287, -0.133, 0.109], [-0.210, -0.010, -0.033], [-0.007, 0.063, 0.012], [-0.035, 0.030, 0.006], [0.007, 0.000, -0.008], [-0.036, 0.010, -0.045], [0.000, -0.007, -0.055], [-0.004, -0.006, -0.002], [0.003, 0.010, -0.008], [0.019, -0.023, -0.004], [0.001, -0.027, -0.009], [0.031, 0.045, -0.027], [0.026, 0.019, -0.037], [0.014, -0.018, -0.001], [-0.008, 0.000, 0.022]], "total_charge": 3, "gap_ev": [6.64, 6.75], "de_lowest_kcal_mol": 0.0, "multiplicity": 5, "s_squared": 6.0038}

---

# 4
{"formula": "C22H28N2O3", "method": "ωB97M-V/def2-TZVPD", "symbols": ["C", "C", "C", "O", "C", "C", "C", "C", "C", "N", "C", "C", "C", "C", "N", "C", "O", "C", "C", "C", "C", "C", "C", "C", "C", "O", "C", "H", "H", "H", "H", "H", "H", "H", "H", "H", "H", "H", "H", "H", "H", "H", "H", "H", "H", "H", "H", "H", "H", "H", "H", "H", "H", "H", "H"], "xyz": [[-3.666, -2.223, -2.088], [-3.758, -3.095, -1.102], [-4.686, -2.983, 0.072], [-5.342, -1.740, 0.198], [-4.641, -0.586, 0.388], [-5.387, 0.572, 0.184], [-4.840, 1.831, 0.336], [-3.516, 1.965, 0.718], [-2.847, 3.315, 0.810], [-1.923, 3.530, -0.293], [-0.707, 2.871, -0.360], [0.092, 2.647, 0.764], [1.318, 2.021, 0.661], [1.797, 1.610, -0.579], [3.029, 0.961, -0.750], [3.901, 0.515, 0.196], [3.721, 0.611, 1.391], [5.159, -0.104, -0.399], [5.700, -1.229, 0.488], [7.100, -1.638, 0.041], [4.752, -2.425, 0.456], [1.024, 1.860, -1.711], [-0.205, 2.473, -1.602], [-2.767, 0.816, 0.942], [-3.296, -0.456, 0.783], [-2.557, -1.591, 1.004], [-1.166, -1.464, 1.174], [-2.976, -2.362, -2.903], [-4.272, -1.333, -2.120], [-3.144, -3.986, -1.086], [-5.506, -3.703, -0.046], [-4.144, -3.235, 0.991], [-6.416, 0.449, -0.113], [-5.447, 2.705, 0.155], [-2.301, 3.411, 1.750], [-3.596, 4.110, 0.769], [-2.404, 3.533, -1.184], [-0.242, 2.968, 1.738], [1.910, 1.847, 1.542], [3.279, 0.805, -1.717], [4.968, -0.480, -1.406], [5.904, 0.694, -0.469], [5.745, -0.849, 1.513], [7.483, -2.432, 0.678], [7.787, -0.796, 0.096], [7.082, -2.002, -0.984], [3.762, -2.131, 0.797], [5.117, -3.216, 1.106], [4.670, -2.822, -0.555], [1.387, 1.559, -2.685], [-0.794, 2.649, -2.492], [-1.740, 0.927, 1.247], [-0.782, -2.483, 1.188], [-0.914, -0.974, 2.120], [-0.706, -0.914, 0.347]], "atomic_forces_ev_per_a": [[-0.012, 0.037, -0.135], [-0.253, 0.002, 0.203], [0.112, -0.501, 0.025], [-0.002, 0.170, 0.024], [-0.034, 0.299, 0.021], [0.126, -0.318, 0.004], [0.171, 0.047, 0.086], [-0.108, 0.100, 0.065], [-0.057, -0.215, -0.030], [-0.282, 0.503, -0.295], [0.428, -0.071, -0.037], [-0.265, 0.105, -0.219], [0.184, -0.122, 0.026], [-0.284, 0.157, 0.132], [0.037, -0.018, -0.424], [0.229, -0.118, -0.531], [-0.041, 0.030, 0.295], [0.117, -0.099, 0.517], [-0.009, -0.041, -0.184], [-0.216, 0.126, 0.133], [0.103, 0.238, 0.139], [0.112, -0.054, 0.186], [-0.087, 0.030, 0.128], [-0.010, -0.118, 0.051], [0.092, -0.212, 0.012], [-0.570, 0.249, 0.041], [0.254, 0.014, 0.025], [0.147, -0.100, -0.125], [-0.131, 0.152, 0.055], [0.139, -0.108, -0.060], [0.155, 0.079, 0.050], [-0.148, 0.018, -0.168], [-0.118, -0.047, -0.044], [-0.073, 0.114, -0.014], [-0.092, 0.099, -0.029], [0.072, -0.068, 0.118], [0.065, -0.033, 0.138], [-0.033, 0.025, 0.100], [0.020, 0.000, 0.026], [0.090, -0.048, 0.253], [0.031, 0.018, -0.067], [-0.013, 0.031, -0.070], [-0.012, 0.006, -0.093], [0.085, -0.099, 0.031], [0.120, 0.066, -0.024], [0.047, -0.062, -0.137], [-0.141, -0.049, 0.037], [-0.011, -0.126, 0.052], [-0.007, -0.073, -0.129], [0.023, -0.036, -0.099], [-0.057, 0.002, -0.082], [0.094, -0.081, 0.034], [0.036, 0.077, 0.015], [-0.002, 0.009, -0.045], [-0.019, 0.015, 0.018]], "total_charge": 0, "gap_ev": 8.05, "de_lowest_kcal_mol": 72.3, "smiles": "C=CCOc1ccc(CNc2ccc(NC(=O)CC(C)C)cc2)cc1OC"}